DFT (ωB97M-V with the def2-TZVPD basis set) results for a molecular structure, C36H53AuBN4P2S.

Structure (ORCA input):
```
! RIJCOSX wB97M-V def2-TZVPD def2/J DEFGRID3
* xyz 1 1
Au -0.057 -0.228 0.023
C -2.836 -2.634 2.200
C -3.203 -1.153 2.066
C -4.086 -0.718 3.244
C -4.034 -0.941 0.791
P -1.637 -0.122 1.951
C -2.341 1.587 1.852
N -1.472 2.333 0.987
B -0.565 1.744 0.065
N 0.183 2.798 -0.508
C 1.302 2.628 -1.379
P 1.805 0.846 -1.255
C 1.753 0.216 -2.997
C 0.373 0.547 -3.578
C 2.823 0.828 -3.906
C 1.954 -1.306 -2.937
C 3.564 0.995 -0.590
C 3.400 1.430 0.876
C 4.359 -0.313 -0.691
C 4.402 2.069 -1.304
C -0.255 4.005 0.052
C 0.167 5.302 -0.167
C -0.444 6.313 0.569
C -1.454 6.029 1.481
C -1.891 4.724 1.692
C -1.275 3.717 0.973
C -0.633 -0.093 3.541
C -1.458 0.223 4.796
C 0.070 -1.432 3.773
C 0.414 1.015 3.365
H -3.743 -3.233 2.092
H -2.405 -2.863 3.174
H -2.147 -2.949 1.414
H -5.037 -1.246 3.138
H -4.312 0.350 3.234
H -3.677 -0.978 4.213
H -4.858 -1.658 0.823
H -3.469 -1.118 -0.118
H -4.481 0.054 0.752
H -2.421 2.041 2.842
H -3.349 1.515 1.444
H 2.111 3.283 -1.063
H 1.085 2.862 -2.423
H 0.275 1.606 -3.817
H -0.446 0.245 -2.925
H 0.255 -0.008 -4.511
H 2.814 1.920 -3.899
H 2.613 0.506 -4.929
H 3.825 0.482 -3.658
H 1.125 -1.792 -2.421
H 2.887 -1.580 -2.445
H 2.002 -1.692 -3.958
H 2.929 0.671 1.497
H 2.806 2.343 0.970
H 4.388 1.636 1.295
H 3.832 -1.187 -0.324
H 5.276 -0.202 -0.107
H 4.651 -0.515 -1.721
H 3.958 3.061 -1.292
H 4.635 1.809 -2.331
H 5.347 2.142 -0.761
H 0.940 5.531 -0.890
H -0.133 7.338 0.421
H -1.916 6.837 2.032
H -2.690 4.512 2.390
H -2.048 -0.631 5.116
H -2.119 1.082 4.682
H -0.761 0.456 5.605
H -0.631 -2.218 4.048
H 0.776 -1.316 4.599
H 0.626 -1.762 2.903
H -0.037 2.009 3.316
H 1.015 0.874 2.466
H 1.082 0.994 4.229
N -0.176 -6.880 0.663
C 0.378 -5.882 0.788
C 1.064 -4.626 0.948
C 2.263 -4.545 1.641
C 2.855 -3.301 1.770
C 2.221 -2.207 1.215
N 1.073 -2.277 0.529
C 0.503 -3.476 0.401
H 2.710 -5.432 2.071
H 3.784 -3.173 2.306
H 2.633 -1.219 1.343
H -0.411 -3.510 -0.181
S -1.510 -1.798 -1.457
C -1.936 -1.854 -3.190
C -1.086 -2.307 -4.194
C -1.514 -2.363 -5.513
C -2.801 -1.973 -5.855
C -3.663 -1.538 -4.856
C -3.237 -1.479 -3.540
H -0.093 -2.650 -3.945
H -0.837 -2.727 -6.277
H -3.133 -2.022 -6.883
H -4.675 -1.242 -5.102
H -3.915 -1.140 -2.767
*
```

Energy above the lowest of the compared OMol25 structures with the same formula, charge and spin   27.6 kcal per mole
LUMO level   -0.11885 hartree
HOMO-LUMO gap   0.2294 Ha